Computed, not measured: a cluster of 4 separate species, C22H35NO7 in total at a distorted geometry, with wB97M-V/def2-TZVPD.

- Charge: 0
- Orbital gap: 8.0 eV
- HOMO level: -0.348 Eh
- Maximum force: 4.5 eV Å⁻¹
- LUMO energy: -1.430 eV
- DFT total energy: -1440.3269 a.u.

Element x y z (Å)
1 O -1.0976 2.9269 -1.5352
2 N -1.1280 2.6553 -2.6891
3 O -0.3763 1.5208 -2.9641
4 C -1.2276 0.3801 -2.7343
5 C -2.2664 0.0168 -3.8613
6 C -3.2286 -1.2039 -3.6946
7 C -3.1581 -2.0423 -2.3608
8 C -2.1119 -1.6527 -1.2639
9 C -1.1118 -0.4424 -1.4296
10 C -0.0636 -0.1838 -0.2489
11 O 0.4027 0.9311 0.0807
12 C 0.3704 -1.5026 0.5822
13 C -0.5326 -2.6013 0.7759
14 C -1.9887 -2.4867 0.1165
15 O -3.0438 -2.9602 0.6046
16 H -2.3179 0.6472 -4.8163
17 H -3.9519 -1.4696 -4.5397
18 H -3.8545 -2.9406 -2.2159
19 H 1.4269 -1.5418 1.0278
20 H -0.2321 -3.5278 1.3960
21 C 4.8724 1.5654 -5.7614
22 C 3.3799 1.4019 -5.5321
23 O 3.0518 0.2911 -4.7102
24 C 3.5615 0.3164 -3.3831
25 C 3.0508 1.4878 -2.5626
26 H 5.3143 0.6302 -6.1139
27 H 5.0628 2.3489 -6.4982
28 H 5.3889 1.8428 -4.8383
29 H 2.8945 1.2237 -6.4963
30 H 2.9383 2.3194 -5.1292
31 H 4.6561 0.2886 -3.3938
32 H 3.2310 -0.6130 -2.9107
33 H 3.4360 2.4382 -2.9416
34 H 3.3663 1.3911 -1.5210
35 H 1.9598 1.5397 -2.6000
36 C -0.5056 -4.8526 5.5703
37 C -0.8591 -5.7704 4.4131
38 O 0.1369 -5.8139 3.3998
39 C 1.4153 -6.2989 3.7902
40 C 1.3914 -7.7361 4.2801
41 H -0.2257 -3.8610 5.2062
42 H -1.3520 -4.7549 6.2534
43 H 0.3417 -5.2412 6.1423
44 H -1.7681 -5.3953 3.9335
45 H -1.0906 -6.7809 4.7653
46 H 1.8646 -5.6347 4.5355
47 H 2.0486 -6.2428 2.9006
48 H 0.8479 -7.8269 5.2241
49 H 2.4083 -8.1003 4.4439
50 H 0.8944 -8.3841 3.5535
51 C -1.0871 6.8430 3.0093
52 C -2.4423 7.0723 2.3630
53 O -2.4303 6.9142 0.9517
54 C -2.0758 5.6259 0.4644
55 C -3.0320 4.5313 0.9043
56 H -0.3183 7.4461 2.5203
57 H -1.1205 7.1009 4.0702
58 H -0.7802 5.7963 2.9300
59 H -2.7512 8.1045 2.5532
60 H -3.2089 6.4328 2.8130
61 H -1.0441 5.3840 0.7391
62 H -2.0998 5.6934 -0.6265
63 H -2.9728 4.3597 1.9823
64 H -2.7925 3.5911 0.4028
65 H -4.0653 4.8041 0.6735